Entry 1:
{"formula": "C6H12O", "method": "ωB97M-V/def2-TZVPD", "symbols": ["C", "C", "C", "C", "O", "C", "C", "H", "H", "H", "H", "H", "H", "H", "H", "H", "H", "H", "H"], "positions_angstrom": [[-1.707, -0.885, -0.702], [-0.841, 0.165, -0.009], [-1.681, 0.972, 0.992], [0.298, -0.475, 0.761], [1.119, -1.501, 0.217], [1.746, -0.272, 0.580], [2.501, 0.400, -0.548], [-2.519, -0.405, -1.259], [-1.112, -1.489, -1.393], [-2.160, -1.560, 0.035], [-0.433, 0.849, -0.765], [-2.109, 0.303, 1.751], [-2.515, 1.475, 0.493], [-1.090, 1.731, 1.518], [0.000, -0.732, 1.784], [2.282, -0.290, 1.529], [2.123, 0.060, -1.517], [3.555, 0.098, -0.491], [2.476, 1.494, -0.515]], "forces_ev_per_a": [[-0.006, -0.065, -0.035], [0.041, 0.023, -0.070], [-0.018, 0.042, 0.013], [-0.197, 0.193, 0.163], [-0.005, -0.226, -0.046], [0.159, 0.175, 0.115], [-0.103, 0.011, -0.001], [0.126, -0.085, 0.065], [-0.091, 0.061, 0.071], [0.086, 0.086, -0.095], [-0.030, -0.117, 0.060], [0.085, 0.095, -0.150], [0.143, -0.052, 0.022], [-0.040, -0.109, -0.124], [0.050, 0.151, -0.097], [0.224, -0.246, -0.148], [-0.082, 0.132, 0.161], [-0.241, 0.053, -0.003], [-0.101, -0.122, 0.098]], "largest_force_ev_per_a": 0.364, "smiles": "CC(C)[C@H]1O[C@H]1C", "de_lowest_kcal_mol": 30.01}

---

Entry 2:
{"formula": "C17H41ClN2O4PSi2", "method": "ωB97M-V/def2-TZVPD", "symbols": ["N", "C", "C", "C", "C", "C", "C", "C", "C", "N", "C", "O", "P", "C", "C", "O", "Cl", "O", "H", "H", "H", "H", "H", "H", "H", "H", "H", "H", "H", "H", "H", "H", "H", "H", "H", "H", "H", "H", "H", "H", "H", "O", "Si", "C", "C", "C", "Si", "C", "C", "C", "H", "H", "H", "H", "H", "H", "H", "H", "H", "H", "H", "H", "H", "H", "H", "H", "H", "H"], "positions_angstrom": [[5.998, 1.441, 4.806], [5.334, 2.328, 4.197], [5.621, 2.716, 2.784], [4.620, 2.129, 1.754], [3.197, 2.657, 2.056], [2.199, 2.714, 0.897], [0.734, 2.597, 1.358], [0.090, 1.241, 1.034], [-0.882, 0.774, 2.113], [-1.565, -0.499, 1.855], [5.183, 2.468, 0.332], [5.899, 1.354, -0.088], [5.053, -0.116, 0.370], [6.720, -0.729, 1.259], [6.889, -2.173, 1.113], [6.543, -3.073, 1.795], [7.884, -2.612, -0.392], [4.632, 0.742, 1.862], [5.631, 1.303, 5.747], [4.500, 2.857, 4.681], [5.576, 3.810, 2.699], [6.626, 2.381, 2.518], [3.256, 3.648, 2.525], [2.804, 1.969, 2.812], [2.337, 3.643, 0.336], [2.419, 1.891, 0.212], [0.137, 3.402, 0.918], [0.683, 2.749, 2.444], [-0.449, 1.291, 0.080], [0.876, 0.486, 0.912], [-1.651, 1.539, 2.275], [-0.343, 0.670, 3.060], [-1.966, -0.462, 0.920], [-0.858, -1.229, 1.797], [5.861, 3.329, 0.386], [4.378, 2.728, -0.371], [5.456, -0.765, -0.837], [4.364, -1.274, 0.853], [3.848, 0.381, -0.277], [6.622, -0.511, 2.322], [7.555, -0.194, 0.816], [-4.659, -1.461, -2.177], [-5.152, -0.611, -3.493], [-6.871, 0.068, -3.208], [-5.167, -1.717, -5.001], [-3.957, 0.793, -3.752], [-5.051, -2.769, -1.252], [-3.786, -2.915, 0.099], [-5.051, -4.312, -2.309], [-6.754, -2.529, -0.515], [-7.613, -0.730, -3.136], [-7.163, 0.722, -4.033], [-6.915, 0.650, -2.285], [-4.196, -2.197, -5.145], [-5.390, -1.134, -5.898], [-5.920, -2.503, -4.917], [-2.943, 0.426, -3.925], [-3.929, 1.457, -2.887], [-4.256, 1.382, -4.622], [-2.783, -3.059, -0.308], [-4.014, -3.770, 0.740], [-3.766, -2.024, 0.729], [-5.843, -4.290, -3.061], [-5.208, -5.195, -1.685], [-4.098, -4.433, -2.828], [-7.531, -2.520, -1.283], [-6.813, -1.588, 0.036], [-6.981, -3.341, 0.181]], "forces_ev_per_a": [[0.165, -0.069, 0.135], [-0.174, 0.113, -0.123], [0.072, 0.080, 0.040], [0.123, 0.181, -0.080], [0.057, 0.016, 0.098], [-0.009, -0.101, -0.066], [-0.023, 0.089, 0.069], [0.019, -0.091, 0.041], [-0.101, 0.035, 0.123], [0.203, 0.028, -0.292], [-0.086, 0.000, 0.148], [-0.038, 0.003, -0.136], [0.018, 0.101, -0.073], [0.142, -0.264, 0.059], [0.467, 0.490, 0.307], [-0.347, -0.255, 0.029], [0.006, -0.063, -0.258], [-0.389, -0.071, -0.187], [0.004, 0.000, -0.014], [-0.036, -0.090, -0.053], [0.070, -0.045, 0.019], [-0.068, -0.068, -0.007], [-0.052, -0.041, -0.024], [0.027, 0.070, 0.025], [0.052, -0.075, -0.018], [-0.016, 0.081, -0.025], [-0.036, -0.061, 0.035], [0.042, 0.039, -0.056], [0.111, -0.014, 0.000], [-0.047, 0.016, 0.042], [0.055, -0.021, 0.000], [-0.036, 0.056, -0.038], [-0.051, -0.011, 0.097], [-0.087, -0.006, 0.062], [-0.059, 0.004, 0.020], [0.031, -0.074, 0.046], [0.087, 0.005, -0.019], [0.025, 0.036, 0.109], [0.045, 0.000, 0.056], [-0.083, -0.001, -0.056], [-0.095, -0.014, -0.063], [-0.060, -0.043, -0.004], [0.034, 0.076, -0.059], [0.009, -0.021, 0.005], [-0.007, -0.005, 0.027], [-0.015, -0.007, -0.005], [0.015, -0.032, 0.039], [0.005, 0.006, 0.002], [0.001, 0.029, 0.001], [0.014, 0.011, -0.016], [-0.001, 0.000, 0.000], [-0.014, 0.000, 0.005], [0.005, 0.007, -0.004], [0.003, 0.010, -0.003], [-0.002, -0.011, -0.008], [0.000, 0.000, -0.001], [-0.004, -0.009, -0.001], [-0.008, -0.004, 0.004], [0.031, 0.023, 0.006], [-0.005, -0.006, -0.011], [0.028, 0.005, 0.017], [-0.009, -0.017, 0.023], [-0.002, 0.003, 0.001], [-0.002, -0.012, -0.014], [0.004, -0.004, 0.009], [0.002, -0.002, -0.002], [0.006, -0.006, 0.008], [-0.017, 0.004, 0.002]], "largest_force_ev_per_a": 0.744, "total_energy_ev": -67036.0007, "charge": -1}